Record 1
{
  "formula": "C24H54BF4N5O4",
  "method": "ωB97M-V/def2-TZVPD",
  "multiplicity": 1,
  "max_force_ev_per_a": 13.17,
  "energy_ev": -52943.664,
  "e_lumo_ev": -0.57,
  "symbols": ["C", "C", "C", "N", "C", "C", "C", "C", "C", "H", "H", "H", "H", "H", "H", "H", "H", "H", "H", "H", "H", "H", "H", "H", "H", "H", "H", "B", "F", "F", "F", "F", "C", "C", "N", "H", "H", "H", "C", "C", "N", "H", "H", "H", "C", "C", "N", "H", "H", "H", "C", "C", "N", "H", "H", "H", "C", "C", "O", "H", "H", "H", "H", "H", "H", "C", "C", "O", "H", "H", "H", "H", "H", "H", "C", "C", "O", "H", "H", "H", "H", "H", "H", "C", "C", "O", "H", "H", "H", "H", "H", "H"],
  "positions_angstrom": [[2.304, -1.197, -2.551], [1.265, -2.229, -2.423], [1.866, -3.581, -1.964], [0.903, -4.724, -1.966], [0.590, -5.112, -3.491], [-0.271, -4.666, -1.161], [-0.760, -6.051, -0.929], [0.475, -6.945, -0.968], [1.559, -5.918, -1.284], [3.096, -1.607, -3.188], [2.836, -0.823, -1.836], [1.945, -0.318, -3.008], [0.724, -2.378, -3.315], [0.525, -2.150, -1.801], [2.386, -3.547, -1.017], [2.490, -3.804, -2.816], [-0.130, -4.424, -3.690], [-0.075, -5.979, -3.657], [1.502, -4.925, -4.085], [-1.065, -4.036, -1.677], [-0.128, -4.189, -0.161], [-1.509, -6.174, -1.877], [-1.413, -6.109, -0.178], [0.486, -7.665, -1.857], [0.742, -7.396, 0.018], [2.293, -6.457, -1.898], [2.377, -5.634, -0.464], [0.170, 1.833, 0.085], [0.773, 0.878, -0.748], [-1.116, 2.204, -0.446], [-0.041, 1.385, 1.351], [1.083, 2.871, 0.116], [3.778, 2.195, -1.882], [4.277, 1.475, -3.192], [4.664, 0.948, -4.077], [3.183, 3.115, -2.111], [2.933, 1.626, -1.421], [4.468, 2.431, -1.223], [3.099, -0.047, 1.261], [4.564, -0.041, 0.698], [5.654, -0.012, 0.257], [2.364, -0.770, 0.721], [3.042, -0.472, 2.248], [2.657, 0.827, 1.152], [-2.790, 1.651, 2.635], [-4.196, 1.308, 2.667], [-5.282, 1.050, 2.930], [-2.678, 1.657, 1.535], [-2.708, 2.618, 2.927], [-2.304, 0.935, 3.121], [-1.281, -0.001, -3.204], [-1.664, -1.363, -3.779], [-1.947, -2.372, -4.208], [-2.075, 0.681, -3.557], [-0.956, -0.011, -2.135], [-0.542, 0.587, -3.547], [-3.909, 2.645, -1.350], [-4.141, 3.803, -0.377], [-5.177, 3.500, 0.505], [-4.648, 2.680, -2.010], [-3.885, 1.597, -0.967], [-3.039, 2.838, -2.027], [-4.538, 4.700, -0.815], [-3.075, 3.993, -0.022], [-5.225, 4.272, 1.211], [-2.807, -1.097, 0.562], [-1.609, -1.778, 1.274], [-1.900, -3.052, 1.606], [-3.111, -1.701, -0.335], [-2.562, -0.234, 0.485], [-3.611, -1.119, 1.208], [-1.390, -1.162, 2.139], [-0.888, -1.855, 0.504], [-1.496, -3.186, 2.298], [0.723, 5.455, 2.783], [-0.086, 5.787, 1.617], [0.057, 7.151, 1.356], [0.370, 6.073, 3.570], [1.889, 5.692, 2.836], [0.689, 4.276, 2.801], [-1.075, 5.378, 1.670], [0.268, 5.159, 0.795], [-0.050, 7.391, 0.497], [1.372, 3.365, 5.553], [1.565, 2.290, 4.472], [0.223, 1.769, 4.145], [2.420, 3.820, 5.522], [1.086, 2.909, 6.660], [0.751, 4.061, 5.057], [2.214, 1.340, 5.005], [2.299, 2.560, 3.592], [0.111, 1.540, 3.273]],
  "lowdin_charge": [-0.0655, -0.2062, -0.0911, -0.2252, 0.0989, -0.1919, -0.1510, -0.1318, -0.1489, 0.1043, -0.0026, 0.0710, 0.0864, 0.0352, 0.1386, 0.1196, 0.0275, 0.1204, 0.1271, 0.1608, 0.1528, 0.1710, 0.0713, 0.1378, 0.1346, 0.1266, 0.1770, -1.3277, 0.0955, 0.0731, 0.1541, 0.1304, -0.0227, -0.2446, 0.1171, 0.0953, 0.0522, 0.0000, -0.0296, -0.2094, 0.1077, 0.1040, 0.0668, -0.0169, -0.0339, -0.2919, 0.1377, 0.0810, 0.0652, 0.0350, -0.0297, -0.2394, 0.1211, 0.0931, 0.0814, 0.0307, -0.0894, -0.3488, -0.1137, 0.0070, 0.0895, 0.0843, 0.0990, 0.1108, 0.1556, -0.0174, -0.2845, 0.0385, 0.1147, -0.0638, 0.0576, 0.1259, 0.0836, -0.0507, -0.1113, -0.3681, -0.0167, 0.0587, 0.1274, 0.1025, 0.1033, 0.1035, 0.0304, -0.1230, -0.3311, -0.0943, 0.0856, 0.1381, 0.0119, 0.1399, 0.1269, -0.0245]
}

Record 2
{
  "formula": "C24H54BF6N7O8S2",
  "method": "ωB97M-V/def2-TZVPD",
  "multiplicity": 1,
  "max_force_ev_per_a": 8.65,
  "energy_ev": -91208.162,
  "total_charge": 2,
  "e_lumo_ev": -4.20,
  "symbols": ["C", "C", "N", "C", "C", "N", "C", "C", "H", "H", "H", "H", "H", "H", "H", "H", "H", "H", "H", "C", "C", "N", "C", "C", "N", "C", "C", "H", "H", "H", "H", "H", "H", "H", "H", "H", "H", "H", "C", "O", "C", "C", "N", "H", "H", "C", "C", "O", "C", "H", "H", "H", "H", "H", "H", "H", "H", "H", "H", "H", "H", "H", "H", "C", "O", "C", "C", "N", "H", "H", "C", "C", "O", "C", "H", "H", "H", "H", "H", "H", "H", "H", "H", "H", "H", "H", "H", "H", "N", "S", "O", "O", "F", "S", "O", "O", "F", "B", "F", "F", "F", "F"],
  "positions_angstrom": [[7.305, 1.485, 7.468], [6.320, 2.084, 6.444], [5.865, 1.176, 5.435], [5.718, 1.452, 4.110], [5.089, 0.432, 3.427], [4.995, -0.621, 4.384], [5.466, -0.124, 5.554], [4.507, -2.030, 4.329], [8.167, 1.178, 6.876], [6.831, 0.650, 7.985], [7.614, 2.278, 8.148], [6.755, 2.962, 5.967], [5.425, 2.460, 6.939], [5.886, 2.450, 3.731], [4.597, 0.354, 2.469], [5.517, -0.691, 6.472], [3.428, -1.985, 4.477], [4.749, -2.596, 5.228], [4.795, -2.647, 3.477], [1.720, 4.917, -12.992], [1.268, 5.533, -11.685], [1.439, 4.597, -10.524], [2.626, 4.101, -10.048], [2.314, 3.451, -8.823], [0.925, 3.399, -8.650], [0.407, 4.040, -9.787], [0.289, 2.984, -7.442], [1.366, 5.542, -13.811], [1.351, 3.896, -13.084], [2.787, 4.772, -13.162], [0.223, 5.844, -11.705], [1.874, 6.424, -11.516], [3.551, 4.484, -10.453], [2.968, 3.203, -8.000], [-0.628, 4.150, -10.078], [-0.775, 3.065, -7.661], [0.567, 3.730, -6.698], [0.582, 1.946, -7.283], [3.273, -10.859, -1.759], [2.799, -9.704, -2.406], [3.121, -8.410, -1.829], [1.840, -7.623, -1.831], [0.863, -8.340, -0.865], [0.583, -9.283, -1.091], [1.405, -8.449, -0.020], [-0.439, -7.586, -0.472], [-1.538, -7.788, -1.545], [-1.103, -7.338, -2.844], [-1.518, -6.063, -3.199], [4.348, -11.028, -1.818], [2.877, -11.746, -2.255], [2.887, -10.894, -0.740], [3.826, -7.847, -2.442], [3.582, -8.445, -0.842], [1.459, -7.497, -2.844], [2.133, -6.659, -1.416], [-0.082, -6.577, -0.269], [-0.809, -8.000, 0.466], [-2.480, -7.369, -1.192], [-1.813, -8.835, -1.670], [-1.026, -5.910, -4.159], [-1.113, -5.315, -2.518], [-2.607, -6.083, -3.193], [-5.801, 6.345, 5.704], [-4.910, 5.334, 5.319], [-4.453, 5.412, 3.993], [-2.978, 4.902, 3.915], [-1.996, 5.769, 4.665], [-2.312, 6.728, 4.639], [-1.987, 5.587, 5.659], [-0.540, 5.637, 4.252], [0.316, 6.590, 5.109], [-0.057, 6.587, 6.495], [0.376, 7.748, 7.227], [-6.057, 6.137, 6.743], [-6.662, 6.268, 5.041], [-5.398, 7.351, 5.592], [-4.316, 6.421, 3.605], [-5.208, 4.862, 3.432], [-2.677, 4.864, 2.868], [-2.920, 3.860, 4.231], [-0.554, 5.859, 3.185], [-0.211, 4.598, 4.225], [0.436, 7.571, 4.649], [1.350, 6.244, 5.131], [-0.212, 8.660, 7.134], [1.300, 8.054, 6.735], [0.522, 7.449, 8.265], [-10.638, -3.264, 0.125], [-11.753, -4.283, 0.301], [-11.697, -5.053, 1.529], [-12.428, -4.757, -0.884], [-12.817, -3.152, 0.799], [-9.501, -4.450, 0.340], [-9.399, -5.492, -0.687], [-9.055, -4.811, 1.666], [-8.335, -3.469, -0.131], [-0.794, -0.128, 0.487], [-0.252, -0.084, 1.761], [-0.742, 1.100, -0.087], [0.048, -0.982, -0.278], [-2.044, -0.710, 0.480]],
  "lowdin_charge": [-0.0411, -0.1805, -0.0507, -0.0240, 0.0503, -0.0555, 0.0042, 0.0262, 0.0885, 0.0750, 0.0911, 0.1322, 0.1335, 0.1394, 0.1411, 0.1628, 0.1068, 0.0953, 0.1052, -0.0711, -0.1466, -0.0588, 0.0128, 0.0127, -0.1084, 0.0558, 0.0096, 0.0912, 0.0855, 0.0816, 0.1282, 0.1315, 0.1393, 0.1342, 0.1597, 0.1095, 0.1169, 0.1163, -0.1030, -0.1810, -0.1904, -0.0745, 0.0908, 0.1681, 0.1574, -0.0470, -0.1635, -0.2127, -0.0963, 0.0952, 0.0966, 0.0831, 0.1341, 0.1290, 0.1387, 0.1399, 0.1325, 0.1337, 0.1392, 0.1323, 0.0996, 0.0931, 0.1053, -0.0906, -0.1921, -0.1894, -0.0689, 0.0683, 0.1757, 0.1639, -0.0625, -0.1912, -0.2008, -0.0630, 0.1029, 0.0979, 0.0868, 0.1209, 0.1487, 0.1356, 0.1457, 0.1352, 0.1431, 0.1287, 0.1282, 0.0929, 0.0825, 0.1014, -0.2507, 0.4149, -0.2976, -0.2892, -0.2484, 0.5173, -0.3115, -0.3028, -0.2319, -1.3660, 0.0841, 0.1279, 0.0350, 0.1190]
}

Question: Which formula does entry 2 have?
Answer: C24H54BF6N7O8S2

Question: What is the formula in the first record?
Answer: C24H54BF4N5O4